# 1
Entry from OMol25: C53H50OP2PdSi2 as an isolated structure (wB97M-V/def2-TZVPD).

Geometry (Å):
Pd: 14.988 11.119 9.588
C: 15.494 11.084 13.254
Si: 15.415 12.114 11.608
C: 17.291 12.427 11.568
C: 17.889 13.047 12.641
C: 19.279 13.008 12.808
C: 20.062 12.361 11.876
C: 19.446 11.766 10.801
C: 18.072 11.811 10.619
P: 17.128 11.247 9.060
C: 17.887 12.545 7.880
C: 18.753 13.593 8.195
C: 19.274 14.383 7.168
C: 18.927 14.163 5.840
C: 17.982 13.195 5.536
C: 17.464 12.406 6.539
C: 18.193 9.823 8.558
C: 18.031 8.653 9.372
C: 18.758 7.522 9.178
C: 19.624 7.395 8.068
C: 19.764 8.478 7.199
C: 19.060 9.656 7.478
C: 14.708 13.831 12.158
C: 14.070 13.941 13.374
C: 13.271 15.046 13.741
C: 13.168 16.116 12.841
C: 13.827 16.026 11.606
C: 14.586 14.917 11.287
P: 15.698 14.928 9.864
C: 14.647 14.543 8.415
C: 13.528 13.695 8.490
C: 13.127 13.109 7.301
C: 13.726 13.407 6.074
C: 14.811 14.253 6.037
C: 15.255 14.849 7.197
C: 16.065 16.701 9.766
C: 15.360 17.665 9.028
C: 15.735 19.001 9.043
C: 16.857 19.417 9.766
C: 17.534 18.466 10.552
C: 17.116 17.152 10.566
H: 15.753 11.621 14.133
H: 16.303 10.317 13.063
H: 14.554 10.519 13.346
H: 17.338 13.644 13.423
H: 19.654 13.445 13.729
H: 21.132 12.338 11.943
H: 20.057 11.297 10.026
H: 18.974 13.777 9.251
H: 19.954 15.222 7.454
H: 19.341 14.843 5.098
H: 17.624 13.116 4.504
H: 16.763 11.538 6.402
H: 17.279 8.714 10.181
H: 18.711 6.711 9.913
H: 20.151 6.450 7.922
H: 20.372 8.376 6.315
H: 19.313 10.567 6.858
H: 14.229 13.124 14.099
H: 12.769 14.979 14.702
H: 12.654 16.996 13.167
H: 13.799 16.882 10.909
H: 13.051 13.407 9.436
H: 12.304 12.406 7.427
H: 13.403 12.996 5.136
H: 15.215 14.550 5.105
H: 16.143 15.520 7.198
H: 14.453 17.336 8.490
H: 15.171 19.761 8.468
H: 17.174 20.455 9.761
H: 18.412 18.788 11.154
H: 17.651 16.416 11.130
C: 12.507 6.943 9.082
C: 11.566 7.845 8.283
C: 10.164 7.182 8.304
C: 12.038 7.923 6.817
Si: 11.721 9.618 9.011
O: 13.035 10.361 8.632
C: 10.197 10.795 8.596
C: 10.350 12.027 9.245
C: 9.396 13.077 9.135
C: 8.221 12.874 8.405
C: 8.076 11.673 7.747
C: 9.030 10.654 7.845
C: 11.558 9.534 10.913
C: 10.664 8.729 11.591
C: 10.476 8.799 12.952
C: 11.105 9.791 13.687
C: 11.980 10.643 13.011
C: 12.215 10.468 11.669
H: 12.359 5.839 8.826
H: 12.335 6.989 10.142
H: 13.617 7.171 8.970
H: 10.168 6.300 7.607
H: 9.372 7.862 8.038
H: 10.026 6.805 9.274
H: 12.061 6.870 6.364
H: 13.010 8.365 6.771
H: 11.337 8.519 6.226
H: 11.294 12.180 9.744
H: 9.502 14.037 9.592
H: 7.406 13.581 8.286
H: 7.149 11.529 7.227
H: 8.874 9.769 7.286
H: 10.100 7.968 11.037
H: 9.827 8.041 13.408
H: 10.946 9.893 14.761
H: 12.541 11.416 13.548
H: 12.959 11.122 11.182

LUMO level: 4.24 eV
Energy relative to the best compared isomer or geometry (same formula, charge and spin): 0.000 eV
Net charge: -2
Multiplicity: 1

=====

# 2
Entry from OMol25: a single C2H6N2O molecule (wB97M-V/def2-TZVPD).

Geometry (Å):
C: -0.858 0.738 -1.224
N: -0.243 -0.284 -0.400
C: 0.692 0.033 0.530
N: 1.000 -1.044 1.389
O: 1.279 1.088 0.615
H: -0.104 1.340 -1.736
H: -1.449 1.417 -0.613
H: -1.488 0.250 -1.957
H: -0.509 -1.249 -0.506
H: 0.197 -1.592 1.695
H: 1.483 -0.698 2.207

SMILES: CNC(N)=O
LUMO level: 0.84 eV
Energy relative to the best compared isomer or geometry (same formula, charge and spin): 0.061 eV
Multiplicity: 1

=====

# 3
Entry from OMol25: a 2-piece molecular cluster, C4H12N4 overall (wB97M-V/def2-TZVPD).

Geometry (Å):
C: -0.360 -1.506 -1.000
N: -0.105 -0.421 -0.040
N: -0.172 -0.851 1.324
C: -0.962 0.896 -0.259
C: -2.265 0.887 0.277
H: 0.497 -1.607 1.443
H: -1.098 -1.229 1.514
H: -0.935 1.092 -1.333
H: 0.403 -2.278 -0.872
H: -1.347 -1.954 -0.865
H: -0.277 -1.109 -2.011
H: -2.427 0.707 1.332
H: -3.098 1.292 -0.280
N: 2.232 0.508 1.058
C: 1.618 0.639 -0.141
N: 2.135 0.900 -1.244
H: 1.634 0.540 1.868
H: 3.149 0.930 1.142
H: 1.528 0.949 -2.053
H: -0.149 1.617 0.140

LUMO level (spin up / spin down): -0.06 / 0.78 eV
Energy relative to the best compared isomer or geometry (same formula, charge and spin): 6.055 eV
Multiplicity: 1

=====

Q: Which value of energy relative to the best compared isomer or geometry (same formula, charge and spin) does entry 3 give?
A: 6.055 eV